Record 1
{"formula": "C48H124ClN9O4", "method": "the ωB97M-V functional and the def2-TZVPD basis", "elements": ["N", "H", "H", "H", "H", "Cl", "O", "O", "O", "O", "C", "C", "N", "C", "C", "C", "C", "H", "H", "H", "H", "H", "H", "H", "H", "H", "H", "H", "H", "H", "H", "H", "C", "C", "N", "C", "C", "C", "C", "H", "H", "H", "H", "H", "H", "H", "H", "H", "H", "H", "H", "H", "H", "H", "C", "C", "N", "C", "C", "C", "C", "H", "H", "H", "H", "H", "H", "H", "H", "H", "H", "H", "H", "H", "H", "H", "C", "C", "N", "C", "C", "C", "C", "H", "H", "H", "H", "H", "H", "H", "H", "H", "H", "H", "H", "H", "H", "H", "C", "C", "N", "C", "C", "C", "C", "H", "H", "H", "H", "H", "H", "H", "H", "H", "H", "H", "H", "H", "H", "H", "C", "C", "N", "C", "C", "C", "C", "H", "H", "H", "H", "H", "H", "H", "H", "H", "H", "H", "H", "H", "H", "H", "C", "C", "N", "C", "C", "C", "C", "H", "H", "H", "H", "H", "H", "H", "H", "H", "H", "H", "H", "H", "H", "H", "C", "C", "N", "C", "C", "C", "C", "H", "H", "H", "H", "H", "H", "H", "H", "H", "H", "H", "H", "H", "H", "H"], "coordinates": [[2.25261, -0.36621, -5.60692], [3.03770, -0.81674, -5.15886], [1.83426, -1.07952, -6.18681], [2.57769, 0.40131, -6.17731], [1.57361, -0.06728, -4.92157], [-2.21455, 0.79104, -1.13497], [-0.78488, 0.68373, -1.28527], [-2.53929, 0.30670, 0.18477], [-2.72280, 2.11874, -1.26140], [-2.74108, 0.00538, -2.18632], [-6.89604, 8.37809, -3.85962], [-7.28316, 8.98531, -2.49590], [-8.18309, 8.09474, -1.71270], [-8.90711, 8.78948, -0.63188], [-7.96984, 9.19024, 0.56933], [-7.50180, 6.86456, -1.29375], [-8.40992, 5.92307, -0.42888], [-7.71002, 8.15932, -4.55076], [-6.28499, 7.48542, -3.72609], [-6.12944, 8.97106, -4.35842], [-6.36906, 9.32872, -2.01158], [-7.80563, 9.89575, -2.78957], [-9.77865, 8.19792, -0.35156], [-9.28296, 9.69874, -1.10102], [-8.44039, 9.98515, 1.14794], [-7.05132, 9.59718, 0.14645], [-7.84097, 8.34327, 1.24324], [-7.10762, 6.35113, -2.17073], [-6.64587, 7.11385, -0.66659], [-9.35518, 5.75222, -0.94406], [-7.89095, 4.96731, -0.35615], [-8.63800, 6.19092, 0.60279], [3.15869, -4.00817, 9.45122], [2.77806, -3.44697, 8.03275], [1.97468, -4.43261, 7.28511], [0.65238, -4.60470, 7.89307], [-0.10474, -5.82456, 7.32497], [2.00699, -4.15053, 5.84197], [1.01029, -3.03879, 5.37994], [3.59137, -5.00481, 9.36405], [2.30858, -4.01832, 10.13336], [3.95102, -3.38828, 9.87082], [2.23084, -2.50513, 7.99287], [3.67348, -3.25493, 7.44161], [0.69211, -4.77094, 8.96958], [0.07889, -3.70210, 7.68205], [-0.15606, -5.75931, 6.23814], [0.38905, -6.75199, 7.61507], [-1.13860, -5.93093, 7.65346], [1.77241, -5.07208, 5.30923], [3.00460, -3.99158, 5.43257], [-0.01297, -3.39720, 5.26776], [1.29859, -2.59867, 4.42533], [1.07264, -2.18945, 6.06025], [4.18739, 3.21801, -8.49584], [3.12973, 4.26988, -8.01317], [2.91279, 4.15087, -6.54950], [4.07204, 4.73397, -5.89378], [4.05734, 4.69049, -4.34954], [1.69888, 4.94264, -6.21767], [0.46894, 4.11814, -6.57881], [3.82273, 2.21199, -8.28837], [5.11485, 3.45021, -7.97240], [4.41895, 3.26597, -9.55988], [3.31917, 5.31159, -8.27214], [2.25077, 4.00348, -8.60016], [4.96194, 4.16780, -6.16876], [4.22995, 5.76562, -6.20822], [5.05954, 4.80465, -3.93644], [3.54671, 5.57586, -3.97074], [3.57669, 3.82681, -3.89005], [1.74157, 5.86458, -6.79758], [1.55251, 5.29048, -5.19509], [0.34664, 3.36548, -5.79994], [0.48973, 3.63478, -7.55555], [-0.43758, 4.71989, -6.64357], [4.51463, 3.56608, 3.76296], [5.00427, 3.48432, 5.23473], [5.77080, 4.63298, 5.69624], [7.06931, 4.72802, 4.99322], [7.86952, 5.98058, 5.34252], [5.96142, 4.54981, 7.15585], [4.59560, 4.76632, 7.86305], [4.05133, 4.54328, 3.62673], [3.81390, 2.75631, 3.55961], [5.33380, 3.50466, 3.04652], [4.07798, 3.42580, 5.80628], [5.52449, 2.53674, 5.37462], [7.62295, 3.80128, 5.14398], [6.91079, 4.80555, 3.91760], [7.23022, 6.86104, 5.40719], [8.44728, 5.94056, 6.26593], [8.52682, 6.13982, 4.48771], [6.58818, 5.38294, 7.47393], [6.43614, 3.61978, 7.46856], [3.99357, 5.53973, 7.38608], [4.76614, 5.05080, 8.90136], [3.94002, 3.89584, 7.83872], [-7.82620, 1.91408, 6.04675], [-6.32031, 1.72649, 5.75865], [-5.50706, 2.52127, 6.69291], [-5.48162, 3.95287, 6.32902], [-4.68208, 4.36056, 5.05867], [-4.21363, 1.83069, 6.86306], [-3.26206, 2.57277, 7.84494], [-8.01502, 1.66453, 7.09086], [-8.45369, 1.23939, 5.46438], [-8.21854, 2.90095, 5.80126], [-6.09242, 0.67766, 5.94873], [-6.10268, 1.88340, 4.70219], [-5.07590, 4.52420, 7.16394], [-6.51238, 4.29591, 6.23982], [-4.85770, 3.71570, 4.19762], [-3.61236, 4.30730, 5.26107], [-4.98990, 5.34669, 4.71098], [-4.34271, 0.78242, 7.13243], [-3.68434, 1.72714, 5.91584], [-2.33847, 2.04769, 8.08860], [-2.83277, 3.43414, 7.33324], [-3.84525, 2.80015, 8.73729], [-1.72826, -5.07524, -7.81725], [-0.87908, -3.83539, -7.54472], [0.40876, -3.64671, -8.30465], [1.22958, -4.84795, -8.24427], [2.73163, -4.65657, -8.62997], [0.17006, -3.34122, -9.71320], [-0.27759, -1.91162, -9.98970], [-1.18355, -5.96350, -7.49727], [-1.87007, -5.16335, -8.89439], [-2.65107, -4.96807, -7.24713], [-1.54664, -2.98147, -7.65992], [-0.56084, -3.82364, -6.50228], [1.12422, -5.21872, -7.22470], [0.70159, -5.60072, -8.82966], [2.82203, -4.69561, -9.71551], [3.07038, -3.72317, -8.18037], [3.32612, -5.44160, -8.16264], [-0.61138, -3.96331, -10.14961], [1.08801, -3.39955, -10.29807], [-0.39225, -1.59175, -11.02538], [0.40205, -1.24238, -9.46216], [-1.26623, -1.83489, -9.53715], [-5.99242, -9.13626, 1.79505], [-4.63395, -9.80966, 1.57742], [-3.49380, -8.95187, 1.90880], [-3.52873, -7.61662, 1.27520], [-3.44774, -7.57804, -0.25863], [-2.27229, -9.69928, 1.60122], [-2.01714, -10.82117, 2.63384], [-5.99620, -8.61428, 2.75193], [-6.76392, -9.90220, 1.71609], [-6.18670, -8.40722, 1.00838], [-4.66060, -10.71977, 2.17665], [-4.55552, -10.11152, 0.53298], [-4.44664, -7.12766, 1.60146], [-2.70849, -7.14282, 1.81448], [-2.46177, -7.96970, -0.50879], [-4.21068, -8.18404, -0.74729], [-3.52029, -6.54175, -0.58868], [-1.40794, -9.03856, 1.53460], [-2.30834, -10.09646, 0.58680], [-2.84516, -11.53004, 2.63476], [-1.91206, -10.30685, 3.58910], [-1.12551, -11.43707, 2.51656], [7.65859, -1.20508, -4.26392], [7.15880, -2.60092, -3.80561], [5.91005, -2.44269, -3.09965], [5.35615, -3.73894, -2.78721], [3.93915, -3.60043, -2.09035], [6.08213, -1.52213, -1.93968], [7.04458, -2.03786, -0.85067], [6.84735, -0.73556, -4.82029], [8.43327, -1.42667, -4.99800], [8.14775, -0.62109, -3.48432], [7.05922, -3.14476, -4.74499], [7.88214, -3.12027, -3.17699], [5.28178, -4.31007, -3.71262], [6.04820, -4.29522, -2.15498], [3.59603, -4.58436, -1.77059], [3.96104, -3.00426, -1.17810], [3.18050, -3.13656, -2.72073], [5.12219, -1.25797, -1.49601], [6.46361, -0.54788, -2.24529], [6.61252, -2.94540, -0.42901], [7.18770, -1.34408, -0.02225], [8.08825, -2.22888, -1.10041]], "homo_energy_ev": -7.6, "homo_lumo_gap_ev": 5.77, "de_lowest_kcal_mol": 135.8, "energy_ha": -3156.623387, "total_charge": 0}

=====

Record 2
{"formula": "C48H127AgF3N11O13", "method": "the ωB97M-V functional and the def2-TZVPD basis", "elements": ["Ag", "C", "O", "O", "C", "F", "F", "F", "C", "C", "H", "H", "H", "H", "H", "H", "C", "C", "C", "O", "C", "N", "H", "H", "H", "H", "H", "H", "H", "H", "H", "H", "H", "C", "C", "C", "O", "C", "N", "H", "H", "H", "H", "H", "H", "H", "H", "H", "H", "H", "C", "C", "C", "O", "C", "N", "H", "H", "H", "H", "H", "H", "H", "H", "H", "H", "H", "C", "C", "C", "O", "C", "N", "H", "H", "H", "H", "H", "H", "H", "H", "H", "H", "H", "C", "C", "C", "O", "C", "N", "H", "H", "H", "H", "H", "H", "H", "H", "H", "H", "H", "C", "C", "C", "O", "C", "N", "H", "H", "H", "H", "H", "H", "H", "H", "H", "H", "H", "C", "C", "C", "O", "C", "N", "H", "H", "H", "H", "H", "H", "H", "H", "H", "H", "H", "C", "C", "C", "O", "C", "N", "H", "H", "H", "H", "H", "H", "H", "H", "H", "H", "H", "C", "C", "C", "O", "C", "N", "H", "H", "H", "H", "H", "H", "H", "H", "H", "H", "H", "C", "C", "C", "O", "C", "N", "H", "H", "H", "H", "H", "H", "H", "H", "H", "H", "H", "C", "C", "C", "O", "C", "N", "H", "H", "H", "H", "H", "H", "H", "H", "H", "H", "H"], "coordinates": [[-12.50003, 2.72445, -18.89966], [-11.81469, 7.51906, -19.54442], [-12.96919, 7.80238, -18.75520], [-11.20567, 6.39267, -19.01848], [-12.19643, 7.64513, -21.09403], [-12.03093, 8.91707, -21.57914], [-11.30563, 6.83965, -21.69238], [-13.36858, 7.17739, -21.37526], [-13.52258, 9.15206, -18.74486], [-14.92525, 9.15407, -18.16588], [-15.55134, 8.44630, -18.70918], [-14.97482, 8.70151, -17.17551], [-15.32097, 10.16422, -18.27123], [-13.50757, 9.69959, -19.68725], [-12.97125, 9.82381, -18.08692], [-11.10157, 8.33830, -19.45269], [-16.68239, 9.39208, -24.18933], [-17.63862, 8.72879, -25.21430], [-16.83582, 7.70090, -26.10414], [-17.77356, 6.83050, -26.75780], [-17.19809, 5.69738, -27.34411], [-18.53603, 8.01102, -24.29248], [-15.91005, 9.98828, -24.67526], [-16.01488, 8.68699, -23.69397], [-17.09218, 10.03451, -23.40994], [-18.15903, 9.44919, -25.84541], [-16.14292, 7.14581, -25.47179], [-16.22907, 8.22178, -26.84484], [-18.06816, 5.12504, -27.66582], [-16.67908, 4.97736, -26.71141], [-16.57550, 5.81573, -28.23094], [-18.94635, 7.26429, -24.83481], [-18.16559, 7.54281, -23.47783], [-18.31229, 14.54151, -11.45078], [-17.84110, 14.58148, -12.87523], [-17.04981, 13.29655, -13.39654], [-16.13582, 13.73203, -14.43232], [-14.77380, 13.89049, -14.11420], [-18.99064, 14.83650, -13.70609], [-18.74824, 15.45793, -11.05300], [-17.32968, 14.47714, -10.98341], [-18.89170, 13.65798, -11.18291], [-17.25505, 15.49869, -12.93331], [-17.61177, 12.40181, -13.66438], [-16.49906, 13.01166, -12.50009], [-14.22113, 13.10628, -13.59683], [-14.60184, 14.72662, -13.43639], [-14.26903, 14.12510, -15.05135], [-19.51238, 13.98096, -13.83234], [-18.69174, 15.02369, -14.65252], [-20.75670, 18.00149, -19.34506], [-19.49478, 17.70068, -20.26434], [-18.71407, 16.34415, -20.09658], [-17.60030, 16.30511, -21.00691], [-16.66513, 15.38705, -20.68550], [-19.99831, 17.79832, -21.65221], [-20.62634, 17.91841, -18.26607], [-21.62912, 17.38332, -19.55687], [-20.99415, 19.03198, -19.60924], [-18.71923, 18.46141, -20.17543], [-19.42517, 15.58719, -20.42740], [-18.48659, 16.25845, -19.03403], [-17.03061, 14.36734, -20.56417], [-16.02151, 15.63089, -19.84029], [-15.97378, 15.22130, -21.51173], [-20.60265, 17.02982, -21.90576], [-19.09392, 17.74423, -22.09858], [-20.99549, 10.58749, -19.73529], [-21.96145, 11.64349, -20.37345], [-21.85401, 11.94820, -21.92897], [-22.60584, 13.12367, -22.22931], [-22.34697, 13.65090, -23.55733], [-23.27995, 11.09570, -19.97724], [-19.98780, 10.88961, -20.02057], [-21.16771, 9.56477, -20.07067], [-21.05512, 10.57833, -18.64694], [-21.70476, 12.50921, -19.76292], [-22.09987, 11.06852, -22.52379], [-20.84331, 12.31400, -22.11003], [-22.24728, 12.82799, -24.26515], [-21.33325, 14.05034, -23.58760], [-23.05307, 14.38448, -23.94641], [-24.05267, 11.74440, -19.93042], [-23.60871, 10.55326, -20.76321], [-8.89075, 4.99593, -28.81248], [-9.93716, 6.02532, -28.39124], [-9.89315, 7.47188, -28.93234], [-10.63147, 8.46083, -28.18269], [-9.96426, 9.33860, -27.24392], [-11.21812, 5.29679, -28.43790], [-8.79492, 4.21967, -28.05331], [-7.96122, 5.56204, -28.75265], [-8.97994, 4.68253, -29.85263], [-9.88572, 6.20599, -27.31755], [-10.42608, 7.55270, -29.87973], [-8.88833, 7.83646, -29.14570], [-9.24152, 8.79089, -26.63914], [-10.70544, 9.76244, -26.56634], [-9.55285, 10.17748, -27.80529], [-11.90999, 5.69687, -27.82036], [-11.60219, 5.22602, -29.36934], [-14.95534, 1.97879, -23.63943], [-16.24126, 2.08086, -22.79420], [-17.49226, 1.26516, -23.40740], [-18.63321, 1.37930, -22.64485], [-19.89113, 1.07079, -23.22340], [-15.99780, 1.56069, -21.49424], [-14.36369, 1.07722, -23.48064], [-14.30594, 2.78878, -23.30734], [-15.13133, 2.17680, -24.69675], [-16.58922, 3.09414, -22.59349], [-17.31917, 0.20128, -23.56959], [-17.67373, 1.48270, -24.45994], [-20.76407, 1.20321, -22.58423], [-19.89466, 0.09196, -23.70296], [-20.05284, 1.87484, -23.94135], [-15.52092, 0.68308, -21.64418], [-16.89522, 1.30682, -21.10655], [-15.94692, 4.36250, -14.38769], [-15.21772, 3.36852, -15.20861], [-15.84856, 1.94840, -15.07955], [-15.97650, 1.59221, -13.70840], [-16.53543, 0.29856, -13.36705], [-15.13153, 3.88295, -16.50036], [-15.37940, 5.27374, -14.19874], [-16.31546, 4.03634, -13.41513], [-16.90379, 4.72701, -14.76139], [-14.18893, 3.34949, -14.84899], [-15.14016, 1.22565, -15.48441], [-16.84610, 2.00842, -15.51476], [-16.70547, 0.03845, -12.32229], [-15.94755, -0.41826, -13.94033], [-17.58353, 0.26719, -13.66469], [-14.80476, 4.83861, -16.50736], [-16.03756, 3.95413, -16.94099], [-20.17711, 7.42331, -10.22458], [-19.05627, 8.42341, -10.70878], [-17.61380, 8.02376, -10.22682], [-16.58359, 8.94153, -10.64152], [-15.26791, 8.42753, -10.39576], [-19.01596, 8.28560, -12.21175], [-20.28720, 7.21991, -9.15940], [-20.14717, 6.45429, -10.72278], [-21.16794, 7.80258, -10.47459], [-19.36978, 9.41467, -10.38133], [-17.37002, 7.08775, -10.72936], [-17.67985, 7.78272, -9.16586], [-14.95365, 7.70345, -11.14746], [-15.08761, 8.01874, -9.40154], [-14.48988, 9.18504, -10.30108], [-18.21830, 8.82547, -12.51569], [-19.80611, 8.36488, -12.83583], [-7.13816, 16.80991, -20.58567], [-8.34249, 16.79286, -19.57439], [-8.95098, 15.38627, -19.37041], [-9.44548, 14.85934, -20.59820], [-10.27878, 13.67623, -20.46301], [-7.70873, 17.38562, -18.35748], [-6.32423, 16.14928, -20.28700], [-6.70806, 17.78937, -20.79481], [-7.54131, 16.53785, -21.56115], [-9.21600, 17.40601, -19.79606], [-9.62643, 15.26444, -18.52364], [-8.12990, 14.74362, -19.05275], [-9.81443, 12.85472, -19.91749], [-10.55804, 13.46099, -21.49441], [-11.11569, 13.78815, -19.77369], [-6.96123, 16.80103, -18.01162], [-7.28561, 18.24825, -18.66884], [-7.04164, 1.24368, -20.05091], [-8.41674, 0.90871, -19.41147], [-8.40005, 1.12144, -17.79214], [-9.65030, 0.96796, -17.31957], [-9.74810, 0.82654, -15.87557], [-9.35168, 1.74244, -20.07442], [-6.33315, 0.58984, -19.54236], [-6.75370, 2.29047, -19.95384], [-6.84944, 1.08833, -21.11252], [-8.62559, -0.14066, -19.61954], [-7.92505, 2.00982, -17.37590], [-7.85072, 0.27921, -17.37144], [-10.77683, 0.95064, -15.53732], [-9.15430, 1.60699, -15.39975], [-9.39290, -0.11497, -15.45668], [-9.37510, 2.63845, -19.60888], [-8.94132, 2.10401, -20.92352], [-5.65092, 6.75296, -22.91466], [-5.29341, 7.91400, -21.92576], [-6.07425, 9.23091, -22.04497], [-5.93178, 9.83363, -23.28956], [-6.33890, 11.19823, -23.27197], [-5.27472, 7.28863, -20.55747], [-4.88127, 5.98531, -22.99490], [-5.81423, 7.25605, -23.86772], [-6.61414, 6.38894, -22.55717], [-4.24660, 8.20275, -22.02018], [-5.64430, 9.78943, -21.21353], [-7.06780, 9.15167, -21.60374], [-6.30392, 11.55699, -24.30064], [-5.67788, 11.85215, -22.70315], [-7.35915, 11.37752, -22.93280], [-6.24682, 7.01998, -20.50320], [-5.29096, 7.99501, -19.83576]], "homo_energy_ev": -6.7, "homo_lumo_gap_ev": 4.41, "energy_ha": -3931.357715, "total_charge": 0}